[1]
Below is a 3-piece molecular cluster, C21H23F18N4O5P overall, with properties calculated with the ωB97M-V functional and the def2-TZVPD basis.

Positions of all 72 atoms, in Å:
P1 2.03909 0.54748 -2.89117
F1 -2.40449 -3.46261 6.12608
F2 -3.44164 -1.98627 4.94523
F3 -2.90728 -0.02452 1.03564
F4 3.31771 -0.68874 2.29963
F5 4.80329 2.67955 4.93634
F6 3.20176 3.73740 2.73231
F7 -1.30769 -0.62951 -6.80661
F8 4.63154 4.84090 4.82427
F9 2.09804 -0.06138 4.68748
F10 4.63322 0.31719 3.70317
F11 2.42566 2.05411 4.35553
F12 -3.96340 -4.53842 4.02137
F13 -3.73848 -1.25131 2.61457
F14 -2.67065 -3.53908 2.59148
F15 -0.92499 -1.58717 2.08370
F16 5.00278 4.68724 2.02090
F17 -2.93635 3.14298 -5.14839
F18 -0.67513 0.52317 2.52778
O1 4.95530 2.47765 2.08584
O2 2.59262 0.26032 -1.45731
O3 -3.73327 1.43209 -3.88099
O4 -1.21761 -2.26071 4.69990
O5 -1.58521 1.59953 -7.18624
N1 -1.60459 0.94769 -4.84177
N2 1.66620 0.73050 -6.13471
N3 -0.62503 2.10440 -0.58243
N4 -0.18270 2.90462 -4.11400
C1 0.10674 0.65007 -2.85466
C2 -2.46070 -2.90938 4.89205
C3 0.84076 1.02117 -5.29574
C4 -2.72537 -4.01046 3.85678
C5 4.54636 3.65044 2.76340
C6 2.31376 0.87360 3.72060
C7 -1.44576 -0.57057 2.81394
C8 -1.25289 -0.87853 4.31216
C9 3.55725 0.51456 2.90170
C10 5.12355 3.75260 4.18127
C11 -1.48868 0.71022 -6.29664
C12 -0.39908 -0.86338 -2.67337
C13 -2.75976 1.81939 -4.58549
C14 -0.32232 1.40494 -4.20774
C15 -2.66686 -2.30360 -2.25714
C16 -2.87640 -0.24812 2.37489
C17 -1.87275 -0.93044 -1.95016
C18 3.93973 1.50587 1.78459
C19 -1.95730 -3.52637 -1.46721
C20 -0.27747 -1.81119 -3.96911
C21 -0.23738 1.42506 -1.50011
H1 -0.78506 3.29107 -3.37364
H2 1.42448 0.90231 3.08739
H3 0.67112 -1.65752 -4.58899
H4 3.06308 1.96974 1.32252
H5 -0.25981 -2.90506 -3.57994
H6 -2.50132 0.00777 -2.13545
H7 -3.71305 -2.17948 -1.76566
H8 -1.35005 -3.08675 -0.57884
H9 4.38369 0.90428 0.98579
H10 -1.66284 -0.94377 -0.80775
H11 2.63193 1.79389 -3.32991
H12 -3.24660 0.65366 2.86958
H13 2.49035 -0.56023 -3.71339
H14 6.21269 3.82969 4.15346
H15 -1.99121 -4.81406 3.94702
H16 -0.43002 3.28601 -5.04453
H17 -2.86470 -2.50338 -3.36519
H18 0.31232 -1.33668 -1.88139
H19 -2.80193 -4.14956 -0.96947
H20 -1.28742 -4.18228 -2.12290
H21 -1.25454 -1.71310 -4.55912
H22 -1.93152 -0.29957 4.94608
H23 -0.25554 -0.51035 4.57095

Forces on atoms 1 to 6 (eV/Å):
2.4 -0.9 4.8
0.0 -0.3 -0.5
-0.2 -0.5 0.0
0.2 0.0 0.0
-0.4 0.3 0.1
0.1 0.1 -0.3

## Properties
LUMO level = -0.0533 Eh
structure (SMILES) = CCC[C@@H](C)[C@@](C#N)([PH2]=O)[C@@](N)(C#N)N(C(=O)F)C(=O)F.FC(F)C(F)(F)COC(F)(F)C(F)F.FC(F)C(F)(F)COC(F)(F)C(F)F
relative energy (zero: lowest compared OMol25 entry of this formula, charge and spin) = 4.0863 eV
multiplicity = 1
HOMO-LUMO gap = 9.21 eV
HOMO = -10.66 eV

Atom charges from the Löwdin analysis, given in e for atoms 1 to 5: number 1, P, carries 0.80; number 2, F, carries 0.14; number 3, F, carries 0.13; number 4, F, carries 0.08; number 5, F, carries 0.11



[2]
Below is an isolated ion of composition C6H15Cl2P2 and charge +1, with properties calculated with the ωB97M-V functional and the def2-TZVPD basis.

Positions of all 25 atoms, in Å:
Cl1 -2.64418 0.86588 0.65313
Cl2 1.31731 -1.03000 -1.66987
P1 -1.71760 -0.16840 -0.77347
P2 0.59054 0.17249 -0.37442
C1 -3.70880 -1.94310 0.06875
C2 2.10132 -0.05355 1.28368
C3 0.96028 1.76213 -1.18814
C4 -2.19529 -1.82659 -0.00983
C5 3.14122 -1.15708 1.07959
C6 0.32920 3.10477 -0.71411
H1 1.52558 -0.08260 2.20525
H2 2.85342 -2.21433 1.12610
H3 0.63213 3.56389 0.23283
H4 0.66716 3.92460 -1.39298
H5 4.05207 -0.95414 1.74535
H6 2.10827 1.86235 -0.94050
H7 -4.02838 -2.92248 0.18327
H8 -0.77275 3.24534 -0.68728
H9 -4.20534 -1.45198 0.85622
H10 3.43931 -1.05075 0.01055
H11 2.67997 0.77677 1.08606
H12 -4.30487 -1.59340 -0.72170
H13 -1.68100 -1.94805 0.99717
H14 0.78264 1.62244 -2.23337
H15 -1.92223 -2.50422 -0.82230

Forces on atoms 1 to 6 (eV/Å):
-0.1 1.3 0.6
0.8 -1.9 -1.8
0.2 -0.9 0.5
0.2 1.0 2.9
0.2 0.8 0.5
-1.7 -2.2 -0.7

## Properties
LUMO level = -0.1734 Eh
relative energy (zero: lowest compared OMol25 entry of this formula, charge and spin) = 0.0000 eV
multiplicity = 1
HOMO-LUMO gap = 8.50 eV
charge = +1
HOMO = -13.22 eV

Atom charges from the Löwdin analysis, given in e for atoms 1 to 5: number 1, Cl, carries 0.27; number 2, Cl, carries 0.43; number 3, P, carries 0.47; number 4, P, carries 0.41; number 5, C, carries -0.20



[3]
Below is C36H40F3NSSbSe2SiW as an isolated structure, with properties calculated with the ωB97M-V functional and the def2-TZVPD basis.

Positions of all 86 atoms, in Å:
W1 -0.06146 0.26587 -0.19341
Sb1 -1.70752 1.86386 -1.93352
Se1 1.89649 -1.48514 0.72068
Se2 1.99932 1.86155 -0.51760
S1 0.89223 -0.59781 -2.18277
Si1 0.75909 -3.65454 -4.04412
F1 -6.49571 4.22490 1.20618
F2 -4.85311 -0.46726 -6.71100
F3 1.43977 6.14794 -5.09546
N1 -1.13755 -1.42461 -0.99869
C1 0.41351 -2.57811 -5.52207
C2 0.47433 5.50671 -3.06884
C3 -3.22178 3.99636 -0.24595
C4 -2.77004 0.96120 -3.51394
C5 -1.02228 1.88495 1.38582
C6 -4.55312 1.21137 -5.11596
C7 -5.57455 2.50539 -0.07209
C8 -2.39598 -0.24220 -4.10634
C9 -0.30676 -1.87278 -1.96947
C10 -5.46054 3.74523 0.53568
C11 -2.54911 -3.26839 -1.42922
C12 2.04514 -2.24427 2.50373
C13 0.12602 1.81845 2.18251
C14 -0.47851 -0.39573 2.92059
C15 -1.88110 0.76578 1.30368
C16 -4.30432 4.50230 0.45738
C17 -0.23213 4.55915 -2.34445
C18 -1.63391 -3.75245 -2.35922
C19 -0.46683 -3.04611 -2.67882
C20 0.36567 0.70150 2.99186
C21 -3.30686 2.74944 -0.86546
C22 3.41449 -0.25507 0.88454
C23 -3.10447 -0.73164 -5.19154
C24 0.75844 5.24827 -4.40228
C25 2.44200 2.40257 -2.33323
C26 0.35596 4.08146 -5.03089
C27 0.36719 -5.44323 -4.34051
C28 -4.17404 0.00257 -5.67483
C29 -4.49000 2.00987 -0.77750
C30 -1.55275 -0.39587 2.02317
C31 -0.65452 3.38005 -2.95788
C32 -2.27002 -2.09870 -0.75453
C33 -0.35353 3.14182 -4.29876
C34 3.53232 0.64197 -0.32369
C35 2.49040 -3.42900 -3.38841
C36 -3.84285 1.69182 -4.03010
H1 2.59778 -3.78812 -2.36387
H2 1.09937 -2.83282 -6.33158
H3 3.28998 0.30813 1.81145
H4 4.40040 1.29675 -0.23331
H5 2.81776 -2.38918 -3.43596
H6 3.60752 0.07451 -1.25228
H7 -2.95351 -1.68909 -0.02389
H8 -0.31909 -1.25684 3.55470
H9 -1.54184 -0.80380 -3.75212
H10 0.55297 -1.51795 -5.29688
H11 0.79322 6.44064 -2.62765
H12 0.58424 3.93462 -6.07750
H13 1.18859 -2.89326 2.66992
H14 -2.19455 -1.26456 1.96944
H15 1.09365 -5.85091 -5.04469
H16 -1.30033 2.81456 0.90846
H17 0.43060 -6.03467 -3.42645
H18 -2.32763 4.60222 -0.31764
H19 3.17706 -4.00545 -4.01057
H20 2.11115 -1.47348 3.26634
H21 0.79065 2.67252 2.22886
H22 -4.58646 1.05759 -1.28683
H23 2.95073 -2.84792 2.50053
H24 -4.26936 5.47340 0.93092
H25 -0.60012 -2.72104 -5.89692
H26 -2.82043 0.84461 0.76789
H27 -2.83874 -1.66029 -5.67616
H28 -0.70194 2.24139 -4.79310
H29 -0.61976 -5.58156 -4.78293
H30 -5.38670 1.75767 -5.53463
H31 1.85667 3.28062 -2.58821
H32 -3.46879 -3.79586 -1.22229
H33 -4.13089 2.63758 -3.59121
H34 -0.45391 4.76831 -1.30683
H35 -6.50554 1.96012 -0.00270
H36 2.25974 1.58576 -3.02621
H37 3.50092 2.65207 -2.29609
H38 4.30199 -0.88350 0.97007
H39 -1.83993 -4.68815 -2.86227
H40 1.19914 0.70971 3.68246

Forces on atoms 1 to 6 (eV/Å):
0.2 0.1 1.0
0.0 0.0 -0.1
0.1 -0.1 -0.3
0.0 0.0 0.0
0.0 0.1 -0.1
-0.1 -0.1 0.0

## Properties
LUMO level (alpha / beta) = -0.3924 / -0.3874 Eh
multiplicity = 1
HOMO-LUMO gap (alpha / beta) = 5.62 / 5.76 eV
charge = +3
HOMO (alpha / beta) = -16.30 / -16.30 eV

Atom charges from the Löwdin analysis, given in e for atoms 1 to 5: number 1, W, carries 0.86; number 2, Sb, carries 1.57; number 3, Se, carries 0.96; number 4, Se, carries 0.95; number 5, S, carries 0.64



[4]
Below is one molecule with the formula C4H5ClOS2, with properties calculated with the ωB97M-V functional and the def2-TZVPD basis.

Positions of all 13 atoms, in Å:
Cl1 0.46083 1.01446 2.64264
S1 1.08977 -0.35662 -1.44821
S2 2.49635 1.50175 0.27993
O1 -1.92056 0.95936 -0.29789
C1 -0.06954 -1.70856 -1.13996
C2 0.06706 0.47807 0.96491
C3 1.16683 0.61836 -0.02622
C4 -1.08796 1.38163 0.46705
H1 -0.31640 -0.53516 1.04116
H2 -0.10543 -2.24577 -2.10031
H3 -1.06707 2.44592 0.83293
H4 -1.01905 -1.26260 -0.89597
H5 0.30518 -2.29084 -0.32005

Forces on atoms 1 to 6 (eV/Å):
-0.1 -0.3 -0.6
0.4 0.2 -0.6
-0.3 0.3 -0.5
0.6 0.4 0.7
0.0 0.8 -0.4
-1.1 0.8 0.8

## Properties
LUMO level = -0.0301 Eh
structure (SMILES) = CSC(=S)[C@@H](Cl)C=O
relative energy (zero: lowest compared OMol25 entry of this formula, charge and spin) = 0.4776 eV
multiplicity = 1
HOMO-LUMO gap = 8.11 eV
HOMO = -8.93 eV

Atom charges from the Löwdin analysis, given in e for atoms 1 to 5: number 1, Cl, carries 0.61; number 2, S, carries 0.88; number 3, S, carries 0.68; number 4, O, carries 0.06; number 5, C, carries -0.36



Taking the records one at a time from the top gives maximum force values of 6.63 3.28 1.03 1.59 eV/A.
Taking the records one at a time from the top gives calculated total energy values of -3547.9819 -1840.4198 -7547.0939 -1487.1843 hartree.
Taking the records one at a time from the top gives molar mass values of 784.38 220.04 1067.39 168.67 g mol⁻¹.